Record 1
{
  "formula": "C5H13NO",
  "method": "the ωB97M-V functional and the def2-TZVPD basis",
  "species": ["C", "C", "C", "C", "C", "N", "O", "H", "H", "H", "H", "H", "H", "H", "H", "H", "H", "H", "H", "H"],
  "positions_angstrom": [[-0.5676, 0.5293, -0.1148], [-0.1888, -0.7689, -0.6293], [-2.3218, -0.3296, -0.2184], [-0.3941, 0.9002, 1.3286], [2.4810, -0.5269, 0.2612], [1.5465, -0.3622, -0.8252], [-0.5739, 1.6219, -0.9327], [-0.4809, 1.3388, -1.8530], [1.9418, 0.1271, -1.6237], [-0.4336, -1.0040, -1.6588], [-0.1258, -1.5822, 0.0821], [-0.3565, 0.0147, 1.9624], [-2.6247, -0.9948, -1.0276], [-2.5126, -0.7895, 0.7509], [-2.9142, 0.5790, -0.3338], [0.5218, 1.4774, 1.4595], [-1.2269, 1.5308, 1.6533], [3.3122, -1.1979, -0.0071], [1.9963, -0.9883, 1.1314], [2.9217, 0.4250, 0.5950]],
  "e_lumo_ev": 0.828,
  "e_tot_ha": -328.1558,
  "homo_energy_ev": -7.359,
  "homo_lumo_gap_ha": 0.30085,
  "fmax_ev_per_a": 6.8
}


Record 2
{
  "formula": "C2H9NO4",
  "method": "the ωB97M-V functional and the def2-TZVPD basis",
  "species": ["O", "C", "N", "C", "O", "H", "H", "H", "H", "H", "H", "H", "O", "H", "H", "O"],
  "positions_angstrom": [[1.6949, 1.3619, 1.0311], [0.4751, 1.4078, 1.0595], [-0.3414, 0.3539, 0.8271], [0.1624, -1.0164, 0.9794], [0.2650, -1.6745, -0.2465], [-0.0735, 2.3399, 1.2470], [-1.2056, 0.3842, 0.2971], [1.1190, -0.9358, 1.4963], [-0.5441, -1.5742, 1.5936], [1.0967, -1.3951, -0.6671], [-3.6302, 0.5373, -1.2009], [-2.8132, -0.6237, -1.5927], [-3.0586, -0.1318, -0.8017], [2.3133, 0.3898, -0.5632], [2.2827, 0.6539, -2.0420], [2.2575, -0.0773, -1.4169]],
  "e_lumo_ev": 0.510,
  "e_tot_ha": -437.3261,
  "homo_energy_ev": -9.875,
  "homo_lumo_gap_ha": 0.38168,
  "smiles": "O=CNCO.O.O",
  "fmax_ev_per_a": 1.2
}


Record 3
{
  "formula": "C39H74Cl42N2O2",
  "method": "the ωB97M-V functional and the def2-TZVPD basis",
  "species": ["C", "O", "C", "C", "C", "C", "C", "C", "C", "C", "C", "C", "N", "C", "C", "N", "C", "C", "C", "C", "O", "C", "H", "H", "H", "H", "H", "H", "H", "H", "H", "H", "H", "H", "H", "H", "H", "H", "H", "H", "H", "H", "H", "H", "H", "H", "H", "H", "H", "H", "H", "H", "H", "H", "C", "Cl", "Cl", "H", "H", "C", "Cl", "Cl", "H", "H", "C", "Cl", "Cl", "H", "H", "C", "Cl", "Cl", "H", "H", "C", "Cl", "Cl", "H", "H", "C", "Cl", "Cl", "H", "H", "C", "Cl", "Cl", "H", "H", "C", "Cl", "Cl", "H", "H", "C", "Cl", "Cl", "H", "H", "C", "Cl", "Cl", "H", "H", "C", "Cl", "Cl", "H", "H", "C", "Cl", "Cl", "H", "H", "C", "Cl", "Cl", "H", "H", "C", "Cl", "Cl", "H", "H", "C", "Cl", "Cl", "H", "H", "C", "Cl", "Cl", "H", "H", "C", "Cl", "Cl", "H", "H", "C", "Cl", "Cl", "H", "H", "C", "Cl", "Cl", "H", "H", "C", "Cl", "Cl", "H", "H", "C", "Cl", "Cl", "H", "H"],
  "positions_angstrom": [[-6.4721, -3.2328, -4.1702], [-5.1265, -2.7123, -4.3661], [-4.4975, -2.4739, -3.0687], [-3.0574, -1.7639, -3.2755], [-2.2607, -1.6076, -1.8783], [-1.6519, -3.0367, -1.3671], [-0.0871, -3.0490, -1.7193], [0.6724, -4.4272, -1.4070], [0.1865, -5.1945, -0.0783], [0.9562, -4.5545, 1.1824], [0.0992, -4.4648, 2.5368], [-1.3836, -3.9188, 2.3604], [-2.5003, -3.4858, 2.2824], [0.8723, -3.4420, 3.5336], [2.3000, -4.1303, 3.8708], [3.2921, -4.6215, 4.3525], [0.0981, -3.1489, 4.9060], [0.8937, -1.9632, 5.7022], [0.9217, -0.5938, 4.8538], [1.0569, 0.7284, 5.7455], [0.5765, 1.9299, 5.0433], [1.0414, 1.9335, 3.6674], [-7.2410, -2.4910, -4.6109], [-6.6009, -4.2340, -4.7062], [-6.6880, -3.3936, -3.0451], [-5.1824, -1.7512, -2.4751], [-4.4063, -3.4773, -2.5124], [-2.4110, -2.3269, -4.0476], [-3.2846, -0.7198, -3.6891], [-2.9964, -1.2037, -1.0804], [-1.3889, -0.8559, -2.0091], [-1.8334, -3.0379, -0.2271], [-2.2407, -3.9270, -1.7823], [-0.0144, -2.8957, -2.8709], [0.3899, -2.1212, -1.2533], [1.7850, -4.1512, -1.2308], [0.6870, -5.0989, -2.3483], [0.5754, -6.2790, -0.1822], [-0.9457, -5.2796, 0.0374], [1.8586, -5.2489, 1.3996], [1.4365, -3.5270, 0.9436], [0.0209, -5.4581, 3.1098], [1.1128, -2.5106, 2.9095], [0.1586, -4.1121, 5.5312], [-0.9698, -2.7667, 4.7872], [0.3249, -1.8586, 6.7069], [1.9422, -2.3623, 5.9245], [-0.0803, -0.4990, 4.2793], [1.7855, -0.6933, 4.1066], [2.1396, 0.9637, 6.0791], [0.4253, 0.6830, 6.7129], [0.3482, 1.3230, 2.9732], [2.1347, 1.5592, 3.6278], [1.0257, 3.0378, 3.3272], [2.7623, 0.9275, 0.6269], [4.2362, 1.5256, 1.3929], [2.2914, -0.6396, 1.2996], [1.9583, 1.6420, 0.7967], [2.9296, 0.8149, -0.4447], [5.5598, -1.3262, 3.8511], [4.8611, -0.0283, 4.8298], [7.1105, -0.8401, 3.1559], [5.7141, -2.2002, 4.4814], [4.8707, -1.5707, 3.0432], [1.2153, -8.3181, -2.7355], [1.7894, -8.5373, -1.0774], [-0.4237, -7.6523, -2.7686], [1.8853, -7.6358, -3.2529], [1.2135, -9.2845, -3.2378], [3.0261, -0.2660, -3.1710], [2.5747, -1.5748, -4.2752], [1.6605, 0.2206, -2.1548], [3.8397, -0.6083, -2.5327], [3.3521, 0.5937, -3.7555], [3.1722, 5.2138, 2.0657], [2.7335, 3.9146, 0.9499], [1.7775, 5.7348, 3.0187], [3.9489, 4.8533, 2.7384], [3.5444, 6.0624, 1.4933], [-0.5293, 1.7384, -5.3593], [0.4786, 0.3394, -4.9693], [-2.0034, 1.7536, -4.3827], [0.0345, 2.6485, -5.1599], [-0.8030, 1.6970, -6.4128], [0.3384, -4.9581, -5.8312], [0.2597, -3.3247, -5.1500], [1.4227, -6.0079, -4.9085], [-0.6607, -5.3913, -5.8228], [0.7046, -4.8914, -6.8547], [-3.0783, -3.8083, 6.5706], [-3.1812, -2.1818, 7.2554], [-1.9890, -4.8317, 7.5153], [-4.0713, -4.2554, 6.5691], [-2.7036, -3.7395, 5.5503], [3.7184, 7.7646, 5.5537], [4.3704, 9.4071, 5.6119], [4.5060, 6.8050, 4.2954], [3.8813, 7.2850, 6.5177], [2.6509, 7.8150, 5.3420], [0.2075, 5.9452, -5.9735], [1.3633, 4.6102, -6.0631], [-1.4447, 5.3611, -6.2193], [0.2798, 6.4065, -4.9954], [0.4462, 6.6759, -6.7453], [0.3190, -4.4017, 10.9349], [0.2845, -5.8551, 9.9297], [0.8319, -4.7764, 12.5844], [1.0178, -3.6881, 10.5007], [-0.6800, -3.9688, 10.9646], [-0.9030, 9.0970, -2.9620], [-1.2425, 7.7776, -4.0896], [-2.3207, 9.4599, -1.9717], [-0.0806, 8.8069, -2.3095], [-0.6281, 9.9849, -3.5297], [7.6220, 0.4996, -0.3920], [8.7204, -0.8835, -0.4239], [5.9570, -0.0041, -0.7044], [7.6711, 0.9689, 0.5900], [7.9265, 1.2119, -1.1574], [-5.2802, 8.8692, -3.9511], [-5.2506, 7.4393, -4.9907], [-6.7316, 8.8945, -2.9424], [-4.4031, 8.8544, -3.3071], [-5.2667, 9.7613, -4.5758], [-2.3150, 5.5480, 1.7176], [-0.7378, 4.7490, 1.7402], [-2.3056, 6.9507, 0.6406], [-3.0661, 4.8401, 1.3697], [-2.5584, 5.8782, 2.7264], [-7.2822, -0.1734, -6.4959], [-7.2501, -1.6087, -7.5282], [-8.7362, -0.1400, -5.4926], [-6.4056, -0.1833, -5.8488], [-7.2670, 0.7139, -7.1241], [-7.3995, 4.2043, -6.8789], [-6.4442, 3.0131, -7.7700], [-8.6750, 3.4316, -5.9274], [-6.7408, 4.7526, -6.2065], [-7.8564, 4.8916, -7.5894], [0.2210, -9.2097, -7.5046], [-0.7114, -7.7139, -7.3725], [1.8877, -8.9729, -6.9674], [-0.2458, -9.9734, -6.8842], [0.2268, -9.5321, -8.5448], [6.8256, -4.5085, 6.3313], [7.6900, -3.5805, 7.5629], [7.4781, -4.1943, 4.7185], [6.9258, -5.5700, 6.5527], [5.7736, -4.2257, 6.3483], [-7.5124, 5.7055, -1.2526], [-7.4102, 4.2534, -2.2552], [-7.0030, 5.3715, 0.4075], [-6.8642, 6.4725, -1.6745], [-8.5428, 6.0583, -1.2426], [7.7902, 8.3735, 3.8655], [8.2783, 8.3385, 2.1663], [8.1267, 9.9465, 4.5960], [6.7221, 8.1755, 3.9305], [8.3416, 7.6066, 4.4077]],
  "e_lumo_ev": -0.036,
  "e_tot_ha": -21118.1533,
  "homo_energy_ev": -9.342,
  "homo_lumo_gap_ha": 0.34200,
  "fmax_ev_per_a": 6.1
}